18
Properties=species:S:1:pos:R:3:nbo_charge:R:1 method="wB97M-V/def2-TZVPD" smiles="C=C[C@@]1(C)CC=NN1" orbital_gap_ha=0.3446 total_energy_ha=-344.01067 spin_multiplicity=1 relative_energy_kcal_mol=79.1 largest_force_ev_per_a=5.420
C -1.6027 -0.1355 -0.6819 -0.6355
C -0.0991 -0.0198 -0.1723 0.0233
C -0.0026 0.6214 1.2655 -0.4383
C 0.2806 2.0830 0.8228 0.0238
C 0.2382 -1.4306 -0.1300 -0.1685
C 1.4738 -1.9424 -0.1032 -0.4238
H -2.3329 -0.5496 0.1141 0.2094
H -1.7980 -0.5127 -1.7009 0.2211
H -1.9620 0.8441 -0.8077 0.2067
H -0.8618 0.5793 1.9770 0.2266
H 0.8349 0.3165 1.8064 0.2238
H 0.2187 2.9235 1.4090 0.1975
H 0.9499 0.6807 -1.9321 0.4128
H -0.6822 -2.1746 -0.0393 0.2058
H 1.6561 -3.0528 -0.2930 0.2201
H 2.3000 -1.1128 -0.2474 0.2075
N 0.6967 2.1111 -0.3625 -0.2112
N 0.6924 0.7714 -0.9246 -0.5012

18
Properties=species:S:1:pos:R:3:nbo_charge:R:1 method="wB97M-V/def2-TZVPD" orbital_gap_ha=0.3403 total_energy_ha=-343.74998 spin_multiplicity=1 relative_energy_kcal_mol=242.7 largest_force_ev_per_a=8.286
C 0.6137 -1.2512 0.6181 -0.5966
C -0.0445 -0.3445 -0.3540 -0.1739
C 0.7951 0.7837 -1.1448 -0.2478
C -0.6780 0.6146 1.4741 0.0171
C -1.2584 0.2552 0.1585 -0.3388
C -1.1536 -1.0571 -0.7690 -0.3594
H 1.8904 -0.6440 0.4039 0.2495
H -0.0259 -1.1204 1.6652 0.2455
H 0.3246 -2.4239 -0.0953 0.2224
H 1.8135 0.7963 -1.8827 0.2202
H 0.1168 1.4046 -1.8756 0.2049
H 1.9829 1.9139 0.2126 0.3670
H -1.0043 0.2080 2.3477 0.1933
H -1.7924 1.1341 -0.4898 0.2400
H -1.5909 -1.1825 -1.7357 0.2369
H -1.5218 -1.9777 -0.1747 0.2165
N 1.1119 1.6082 0.1979 -0.4857
N 0.4209 1.2825 1.4438 -0.2110

Repeat the first record exactly.
18
Properties=species:S:1:pos:R:3:nbo_charge:R:1 method="wB97M-V/def2-TZVPD" smiles="C=C[C@@]1(C)CC=NN1" orbital_gap_ha=0.3446 total_energy_ha=-344.01067 spin_multiplicity=1 relative_energy_kcal_mol=79.1 largest_force_ev_per_a=5.420
C -1.6027 -0.1355 -0.6819 -0.6355
C -0.0991 -0.0198 -0.1723 0.0233
C -0.0026 0.6214 1.2655 -0.4383
C 0.2806 2.0830 0.8228 0.0238
C 0.2382 -1.4306 -0.1300 -0.1685
C 1.4738 -1.9424 -0.1032 -0.4238
H -2.3329 -0.5496 0.1141 0.2094
H -1.7980 -0.5127 -1.7009 0.2211
H -1.9620 0.8441 -0.8077 0.2067
H -0.8618 0.5793 1.9770 0.2266
H 0.8349 0.3165 1.8064 0.2238
H 0.2187 2.9235 1.4090 0.1975
H 0.9499 0.6807 -1.9321 0.4128
H -0.6822 -2.1746 -0.0393 0.2058
H 1.6561 -3.0528 -0.2930 0.2201
H 2.3000 -1.1128 -0.2474 0.2075
N 0.6967 2.1111 -0.3625 -0.2112
N 0.6924 0.7714 -0.9246 -0.5012